No. 1
The following is a quantum chemistry calculation of 13 unconnected molecules or ions with the total composition C37H90N9O15 in a non-equilibrium geometry, from the Open Molecules 2025 dataset.

Properties
HOMO: -10.874 eV
charge: +1
LUMO level: -5.4242 eV

CARTESIAN COORDINATES (ANGSTROEM)
1 C -2.003 1.930 1.467
2 C -0.990 0.791 1.185
3 C -1.775 -0.556 0.966
4 C -0.937 -1.731 0.331
5 C -0.422 -1.249 -0.972
6 C 0.566 -0.070 -0.807
7 N -0.173 1.064 -0.065
8 O 0.369 2.301 -0.080
9 C 0.785 0.435 -2.254
10 C 1.854 -0.487 -0.085
11 C -0.036 0.830 2.375
12 H -2.522 2.290 0.577
13 H -1.627 2.876 1.859
14 H -2.773 1.637 2.181
15 H -2.696 -0.416 0.399
16 H -2.003 -0.825 1.998
17 H -1.520 -2.649 0.360
18 H -0.122 -1.911 1.035
19 H -1.216 -0.810 -1.579
20 H -0.032 -2.157 -1.434
21 H -0.134 0.812 -2.702
22 H 1.271 -0.260 -2.937
23 H 1.454 1.297 -2.294
24 H 2.427 -1.355 -0.411
25 H 1.589 -0.802 0.925
26 H 2.638 0.262 0.033
27 H -0.601 0.907 3.306
28 H 0.678 1.647 2.465
29 H 0.429 -0.135 2.585
30 C 2.289 -5.375 4.199
31 C 1.574 -4.271 4.969
32 C 0.029 -4.207 4.889
33 C -0.681 -4.801 3.650
34 C -2.207 -4.893 3.743
35 C -2.826 -5.701 4.911
36 H 3.368 -5.346 4.359
37 H 2.313 -5.219 3.120
38 H 1.852 -6.312 4.545
39 H 1.814 -4.265 6.032
40 H 2.032 -3.355 4.583
41 H -0.261 -3.198 5.186
42 H -0.217 -4.843 5.742
43 H -0.369 -4.331 2.715
44 H -0.309 -5.818 3.502
45 H -2.726 -3.934 3.695
46 H -2.589 -5.455 2.886
47 H -3.883 -5.949 4.984
48 H -2.341 -6.669 5.061
49 H -2.547 -5.149 5.812
50 C 7.270 0.993 1.214
51 C 6.105 1.215 0.218
52 O 4.895 1.181 0.895
53 O 7.380 2.135 2.041
54 H 8.275 0.707 0.898
55 H 6.978 0.185 1.891
56 H 6.118 0.282 -0.348
57 H 6.292 2.059 -0.447
58 H 4.837 1.641 1.737
59 H 7.753 1.826 2.870
60 C -5.372 2.889 3.560
61 C -6.375 1.735 3.529
62 O -6.369 1.006 4.769
63 O -5.707 3.840 4.592
64 H -5.294 3.384 2.592
65 H -4.437 2.459 3.920
66 H -6.203 1.020 2.725
67 H -7.362 2.196 3.431
68 H -6.645 1.736 5.335
69 H -6.616 4.155 4.594
70 C -3.979 3.808 -3.405
71 C -3.505 3.330 -2.046
72 O -2.336 2.528 -2.182
73 O -4.528 2.611 -4.069
74 H -3.135 4.265 -3.919
75 H -4.750 4.578 -3.392
76 H -4.187 2.836 -1.352
77 H -3.253 4.234 -1.488
78 H -2.550 1.836 -2.819
79 H -5.462 2.524 -3.862
80 O 1.385 5.608 -3.257
81 C 0.327 5.086 -2.981
82 N 0.215 3.721 -2.889
83 C -0.932 5.791 -2.522
84 H -0.713 3.323 -2.785
85 H 0.942 3.173 -3.323
86 H -0.587 6.759 -2.162
87 H -1.245 5.171 -1.683
88 H -1.679 5.870 -3.310
89 O -4.783 -2.079 -1.566
90 C -4.232 -2.094 -2.657
91 N -3.032 -2.652 -2.857
92 C -4.923 -1.276 -3.806
93 H -2.461 -3.025 -2.113
94 H -2.895 -2.992 -3.799
95 H -5.662 -1.845 -4.371
96 H -4.235 -0.714 -4.436
97 H -5.581 -0.545 -3.335
98 O 5.150 -0.232 -2.869
99 C 5.505 0.747 -3.530
100 N 6.548 0.742 -4.294
101 C 4.572 1.923 -3.661
102 H 6.633 1.419 -5.034
103 H 7.209 -0.020 -4.285
104 H 3.566 1.508 -3.597
105 H 4.583 2.501 -4.584
106 H 4.731 2.536 -2.773
107 O -1.433 -4.575 -0.882
108 C -0.905 -5.651 -0.633
109 N -1.571 -6.590 -0.013
110 C 0.473 -5.987 -1.065
111 H -1.178 -7.519 -0.007
112 H -2.458 -6.456 0.447
113 H 0.559 -6.937 -1.598
114 H 1.016 -6.158 -0.135
115 H 0.850 -5.317 -1.835
116 O -1.767 -2.394 -5.843
117 C -1.159 -3.279 -5.252
118 N -1.514 -4.560 -5.253
119 C 0.067 -2.775 -4.495
120 H -2.336 -4.789 -5.791
121 H -0.957 -5.279 -4.823
122 H 0.609 -1.970 -4.988
123 H 0.679 -3.653 -4.278
124 H -0.273 -2.310 -3.570
125 O 0.495 0.964 -5.557
126 C 1.267 1.262 -6.467
127 N 1.329 2.564 -6.755
128 C 1.961 0.250 -7.356
129 H 1.096 3.301 -6.111
130 H 1.553 2.769 -7.717
131 H 2.394 0.802 -8.193
132 H 1.318 -0.497 -7.817
133 H 2.830 -0.212 -6.888
134 O 1.449 1.768 4.775
135 C 2.601 1.604 5.149
136 N 3.521 2.603 4.994
137 C 3.095 0.395 5.918
138 H 4.417 2.424 5.415
139 H 3.088 3.478 4.743
140 H 2.973 0.622 6.976
141 H 4.145 0.164 5.724
142 H 2.664 -0.509 5.489
143 O 1.015 4.770 2.141
144 C 0.937 5.347 3.219
145 N 1.835 6.227 3.709
146 C -0.317 5.200 4.047
147 H 2.631 6.520 3.164
148 H 1.680 6.567 4.643
149 H -0.565 4.142 4.108
150 H -1.070 5.866 3.627
151 H -0.084 5.631 5.022

=====

No. 2
The following is a quantum chemistry calculation of a molecular structure, C33H32GeN4O2OsS6 in a non-equilibrium geometry, from the Open Molecules 2025 dataset.

Properties
HOMO (alpha / beta): -12.441 / -12.441 eV
relative energy (zero: lowest compared OMol25 entry of this formula, charge and spin): 36.12 kJ/mol
charge: +2
LUMO level (alpha / beta): -8.3051 / -8.3042 eV

CARTESIAN COORDINATES (ANGSTROEM)
1 Os 1.269 -1.844 -0.528
2 C 0.629 -3.122 3.575
3 C 0.621 -2.851 2.110
4 N 1.531 -2.223 1.439
5 N 2.652 -1.702 2.043
6 C 3.375 -0.794 1.370
7 N 4.452 -0.287 1.925
8 S 2.914 -0.295 -0.223
9 C -0.508 -3.272 1.270
10 C -1.590 -3.986 1.743
11 C -2.600 -4.345 0.860
12 C -2.501 -3.982 -0.473
13 C -1.400 -3.255 -0.887
14 N -0.431 -2.910 -0.035
15 H 1.490 -2.715 4.097
16 H 0.604 -4.197 3.758
17 H -0.263 -2.684 4.028
18 H 2.899 -2.005 2.974
19 H 4.755 -0.514 2.861
20 H 4.979 0.413 1.423
21 H -1.650 -4.265 2.785
22 H -3.452 -4.911 1.212
23 H -3.260 -4.259 -1.191
24 H -1.264 -2.956 -1.918
25 C 5.404 -2.514 -2.315
26 S 4.178 -1.581 -3.274
27 C 2.986 -2.829 -3.624
28 C 2.381 -3.654 -2.759
29 S 2.486 -3.609 -1.019
30 S 1.139 -4.734 -3.405
31 C 1.134 -4.054 -5.033
32 S 0.067 -4.484 -6.151
33 S 2.458 -2.929 -5.282
34 H 6.341 -1.967 -2.402
35 H 5.534 -3.503 -2.747
36 H 5.128 -2.589 -1.264
37 O 0.739 -1.237 -2.467
38 C -0.034 -0.332 -2.033
39 O -0.152 -0.291 -0.743
40 C -0.764 0.605 -2.918
41 C -0.998 1.994 -2.305
42 Ge -1.070 2.134 -0.347
43 C -2.483 1.153 0.593
44 C -3.162 0.074 0.028
45 C -4.193 -0.560 0.714
46 C -4.550 -0.125 1.982
47 C -3.881 0.949 2.556
48 C -2.861 1.587 1.863
49 C 0.592 2.329 0.668
50 C 0.722 1.719 1.919
51 C 1.861 1.921 2.691
52 C 2.894 2.720 2.210
53 C 2.789 3.304 0.956
54 C 1.640 3.112 0.193
55 C -1.828 3.945 -0.220
56 C -3.094 4.147 -0.775
57 C -3.566 5.432 -1.011
58 C -2.816 6.529 -0.611
59 C -1.602 6.341 0.024
60 C -1.125 5.051 0.254
61 H -1.727 0.121 -3.121
62 H -0.232 0.635 -3.869
63 H -1.941 2.404 -2.658
64 H -0.218 2.686 -2.627
65 H -2.900 -0.277 -0.966
66 H -4.729 -1.382 0.253
67 H -5.360 -0.607 2.514
68 H -4.167 1.303 3.538
69 H -2.367 2.442 2.312
70 H -0.093 1.118 2.311
71 H 1.926 1.490 3.685
72 H 3.765 2.911 2.825
73 H 3.586 3.935 0.582
74 H 1.561 3.606 -0.769
75 H -3.712 3.297 -1.051
76 H -4.528 5.576 -1.486
77 H -3.196 7.530 -0.766
78 H -1.023 7.196 0.351
79 H -0.186 4.922 0.777

=====

No. 3
The following is a quantum chemistry calculation of a molecular structure, C31H70F18N8O17S6 in a non-equilibrium geometry, from the Open Molecules 2025 dataset.

Properties
HOMO (alpha / beta): -5.035 / -9.983 eV
charge: +1
spin multiplicity: 2
LUMO level (alpha / beta): -2.5919 / -2.5934 eV

CARTESIAN COORDINATES (ANGSTROEM)
1 C 1.312 4.858 2.818
2 N 0.740 3.941 3.949
3 C 1.070 4.522 5.268
4 C -0.805 3.742 3.706
5 C 1.518 2.570 3.828
6 C 1.173 1.685 2.625
7 O -0.069 1.113 2.587
8 H 0.577 5.663 2.813
9 H 1.214 4.378 1.844
10 H 2.337 5.209 2.933
11 H 2.121 4.807 5.329
12 H 0.885 3.766 6.031
13 H 0.326 5.265 5.555
14 H -1.214 3.103 4.489
15 H -0.833 3.368 2.683
16 H -1.261 4.727 3.605
17 H 1.149 2.105 4.742
18 H 2.597 2.698 3.916
19 H 1.769 0.841 2.971
20 H 1.645 2.071 1.721
21 H -0.188 0.520 1.841
22 C 3.308 -1.173 5.375
23 N 4.545 -2.105 5.686
24 C 4.681 -3.311 4.854
25 C 5.755 -1.141 5.479
26 C 4.570 -2.614 7.177
27 C 3.371 -3.419 7.776
28 O 2.636 -2.604 8.546
29 H 2.481 -1.872 5.503
30 H 3.438 -0.739 4.384
31 H 3.180 -0.318 6.038
32 H 4.505 -3.064 3.807
33 H 3.807 -3.944 5.010
34 H 5.599 -3.851 5.087
35 H 5.757 -0.164 5.963
36 H 5.726 -1.067 4.392
37 H 6.592 -1.751 5.819
38 H 4.805 -1.876 7.944
39 H 5.337 -3.389 7.180
40 H 3.650 -4.169 8.515
41 H 2.684 -3.915 7.090
42 H 1.732 -2.920 8.609
43 C -2.024 -2.816 -4.431
44 N -2.257 -1.753 -5.518
45 C -3.738 -1.870 -5.920
46 C -2.155 -0.413 -4.884
47 C -1.224 -1.922 -6.739
48 C -0.672 -0.724 -7.461
49 O -1.608 0.332 -7.891
50 H -1.299 -2.583 -3.652
51 H -1.667 -3.718 -4.928
52 H -2.943 -3.039 -3.889
53 H -3.774 -2.832 -6.431
54 H -4.025 -1.226 -6.751
55 H -4.486 -1.765 -5.134
56 H -2.439 0.403 -5.548
57 H -1.176 -0.401 -4.405
58 H -2.938 -0.426 -4.127
59 H -1.651 -2.600 -7.478
60 H -0.364 -2.517 -6.432
61 H -0.252 -1.064 -8.407
62 H 0.139 -0.293 -6.874
63 H -1.143 0.980 -8.425
64 C -5.652 -0.407 3.111
65 N -4.228 -0.343 2.658
66 C -3.887 1.180 2.688
67 C -3.444 -1.084 3.750
68 C -4.046 -0.816 1.194
69 C -4.015 -2.381 1.049
70 O -5.260 -3.029 1.344
71 H -6.026 -1.412 2.917
72 H -6.226 0.257 2.464
73 H -5.691 -0.067 4.146
74 H -4.189 1.541 3.671
75 H -4.358 1.665 1.833
76 H -2.857 1.330 2.364
77 H -3.676 -2.147 3.821
78 H -3.631 -0.682 4.746
79 H -2.375 -0.944 3.588
80 H -3.141 -0.405 0.749
81 H -4.934 -0.382 0.735
82 H -3.315 -2.875 1.723
83 H -3.713 -2.378 0.001
84 H -5.240 -3.895 0.928
85 C 4.679 1.103 -5.117
86 N 4.544 1.275 -3.564
87 C 5.947 1.428 -2.971
88 C 3.854 2.660 -3.242
89 C 3.708 0.052 -3.053
90 C 4.438 -1.350 -2.875
91 O 5.495 -1.638 -3.744
92 H 5.417 0.357 -5.412
93 H 5.025 2.050 -5.533
94 H 3.746 0.773 -5.574
95 H 5.726 1.691 -1.937
96 H 6.523 2.187 -3.500
97 H 6.419 0.453 -3.088
98 H 2.961 2.759 -3.859
99 H 4.591 3.461 -3.286
100 H 3.430 2.484 -2.253
101 H 2.720 0.005 -3.511
102 H 3.456 0.480 -2.083
103 H 3.703 -2.154 -2.920
104 H 4.822 -1.228 -1.862
105 H 5.165 -1.769 -4.635
106 C -3.136 -4.946 -1.459
107 F -2.414 -3.810 -1.272
108 F -4.367 -4.579 -1.910
109 F -2.622 -5.665 -2.409
110 S -3.484 -6.024 0.139
111 O -3.274 -7.432 -0.299
112 O -2.431 -5.568 0.965
113 N -5.057 -5.553 0.749
114 S -5.642 -7.002 1.038
115 O -6.302 -7.623 -0.146
116 O -5.036 -7.987 1.970
117 C -7.113 -6.314 2.145
118 F -7.826 -7.367 2.524
119 F -6.633 -5.678 3.190
120 F -7.853 -5.461 1.414
121 C 0.934 6.276 -1.515
122 F 1.317 7.221 -0.620
123 F 1.441 5.152 -1.142
124 F -0.335 6.244 -1.605
125 S 1.672 6.629 -3.330
126 O 3.020 7.198 -3.147
127 O 1.703 5.359 -4.055
128 N 0.845 7.936 -4.184
129 S -0.665 7.205 -4.431
130 O -0.706 5.789 -4.362
131 O -1.768 7.821 -3.639
132 C -1.120 7.466 -6.296
133 F -2.029 6.553 -6.540
134 F -1.795 8.632 -6.428
135 F -0.093 7.358 -7.090
136 C 1.904 -1.615 0.759
137 F 2.579 -0.554 0.295
138 F 2.564 -2.754 0.398
139 F 1.795 -1.520 2.092
140 S 0.088 -1.568 -0.012
141 O 0.345 -1.990 -1.401
142 O -0.766 -2.563 0.598
143 N -0.508 -0.034 0.361
144 S -0.512 0.543 -1.027
145 O 0.794 0.696 -1.600
146 O -1.606 -0.007 -1.931
147 C -1.140 2.332 -0.663
148 F -1.375 2.956 -1.816
149 F -2.306 2.177 0.039
150 F -0.076 2.967 0.021

=====

No. 4
The following is a quantum chemistry calculation of a molecular structure, C32H32AlN3O6P2S4 in a non-equilibrium geometry, from the Open Molecules 2025 dataset.

Properties
HOMO (alpha / beta): -2.051 / -4.392 eV
relative energy (zero: lowest compared OMol25 entry of this formula, charge and spin): 165.44 kJ/mol
charge: -1
spin multiplicity: 2
LUMO level (alpha / beta): 2.4564 / 2.4557 eV

CARTESIAN COORDINATES (ANGSTROEM)
1 Al 0.785 0.712 0.643
2 C -3.291 2.751 3.802
3 C -3.226 2.071 2.447
4 O -2.749 0.736 2.601
5 P -1.256 0.190 2.382
6 S -1.263 -1.600 3.101
7 S 0.098 1.680 2.649
8 O -1.129 0.254 0.682
9 C -2.169 -0.236 -0.169
10 C -2.472 0.812 -1.226
11 H -3.842 3.683 3.725
12 H -2.282 2.953 4.152
13 H -3.788 2.094 4.512
14 H -2.574 2.633 1.773
15 H -4.222 1.971 2.003
16 H -3.038 -0.461 0.458
17 H -1.833 -1.162 -0.640
18 H -2.973 1.681 -0.801
19 H -3.097 0.381 -2.005
20 H -1.525 1.127 -1.666
21 O 3.064 -2.172 1.802
22 C 2.465 -1.755 0.817
23 O 1.574 -0.716 0.985
24 C 2.656 -2.262 -0.503
25 C 3.437 -3.408 -0.671
26 C 4.083 -3.790 -1.842
27 C 4.523 -2.954 -2.871
28 C 4.381 -1.559 -2.916
29 C 3.341 -0.890 -2.335
30 P -0.062 -0.897 -3.509
31 C 0.086 -2.640 -4.050
32 C 0.320 -2.962 -5.384
33 C 0.324 -4.282 -5.798
34 C 0.030 -5.301 -4.906
35 C -0.271 -4.985 -3.592
36 C -0.238 -3.672 -3.167
37 C 1.228 0.003 -4.436
38 C 1.096 1.390 -4.391
39 C 2.084 2.209 -4.901
40 C 3.197 1.646 -5.504
41 C 3.311 0.269 -5.590
42 C 2.346 -0.558 -5.043
43 H 3.547 -4.044 0.197
44 H 4.427 -4.820 -1.895
45 H 5.194 -3.394 -3.601
46 H 5.142 -0.980 -3.423
47 H 0.500 -2.167 -6.092
48 H 0.551 -4.519 -6.827
49 H 0.024 -6.334 -5.230
50 H -0.526 -5.768 -2.892
51 H -0.469 -3.443 -2.138
52 H 0.222 1.824 -3.924
53 H 2.006 3.281 -4.800
54 H 3.980 2.283 -5.890
55 H 4.181 -0.172 -6.056
56 H 2.481 -1.630 -5.077
57 N 7.061 -0.766 1.954
58 C 6.169 0.203 1.535
59 C 6.535 1.147 0.571
60 C 5.622 2.086 0.130
61 C 4.353 2.114 0.678
62 C 4.009 1.246 1.698
63 C 4.904 0.287 2.121
64 S 3.069 3.117 -0.046
65 O 2.625 4.118 0.883
66 O 3.504 3.585 -1.337
67 N 1.829 2.042 -0.253
68 C 1.945 1.113 -1.231
69 S 3.441 0.841 -2.004
70 C 2.187 -1.677 -1.824
71 C 0.848 -0.958 -1.831
72 N 0.861 0.365 -1.289
73 H 7.771 -1.014 1.284
74 H 6.625 -1.568 2.384
75 H 7.529 1.110 0.147
76 H 5.870 2.780 -0.656
77 H 3.013 1.308 2.124
78 H 4.611 -0.438 2.862
79 H 2.089 -2.536 -2.507
80 H 0.167 -1.543 -1.193

=====

No. 5
The following is a quantum chemistry calculation of a molecular structure, C3H3LiO3 in a non-equilibrium geometry, from the Open Molecules 2025 dataset.

Properties
HOMO: -6.723 eV
relative energy (zero: lowest compared OMol25 entry of this formula, charge and spin): 456.96 kJ/mol
LUMO level: -0.8090 eV

CARTESIAN COORDINATES (ANGSTROEM)
1 H 1.486 -0.643 -1.202
2 C 0.599 1.624 -1.290
3 C 0.394 0.456 -0.860
4 O -0.575 -0.179 -0.150
5 C -0.271 -0.881 0.969
6 O 0.656 -0.659 1.693
7 O -1.177 -1.828 1.085
8 H 1.384 2.352 -1.095
9 H -0.981 -2.383 1.852
10 Li -1.515 2.141 -1.002

=====

No. 6
The following is a quantum chemistry calculation of 2 unconnected molecules or ions with the total composition C2H4NP in a non-equilibrium geometry, from the Open Molecules 2025 dataset.

Properties
HOMO: -7.964 eV
relative energy (zero: lowest compared OMol25 entry of this formula, charge and spin): 316.02 kJ/mol
LUMO level: -0.2300 eV

CARTESIAN COORDINATES (ANGSTROEM)
1 C 1.511 -1.108 0.896
2 C -1.126 1.250 -0.592
3 N -2.094 1.170 0.151
4 P 1.159 0.183 -0.138
5 H 2.584 -1.435 0.999
6 H 0.795 -1.381 1.673
7 H -0.984 2.063 -1.338
8 H -2.911 1.792 -0.024

=====

No. 7
The following is a quantum chemistry calculation of 2 unconnected molecules or ions with the total composition C2H8NS in a non-equilibrium geometry, from the Open Molecules 2025 dataset.

Properties
HOMO: -2.194 eV
relative energy (zero: lowest compared OMol25 entry of this formula, charge and spin): 40.79 kJ/mol
charge: -1
LUMO level: 4.3173 eV

CARTESIAN COORDINATES (ANGSTROEM)
1 N 2.651 0.630 -0.051
2 H 2.355 -0.311 0.142
3 H 3.624 0.871 0.020
4 H 2.093 1.277 0.488
5 C -0.058 -1.100 -1.117
6 C -0.964 0.067 -0.748
7 S -1.115 0.282 1.062
8 H 1.002 -0.898 -1.267
9 H -0.360 -1.649 -2.029
10 H -0.097 -1.832 -0.315
11 H -1.949 -0.093 -1.215
12 H -0.631 0.994 -1.221

=====

Number 1: E -83943.58794 eV. Number 2: E -168777.15649 eV. Number 3: E -193909.38603 eV. Number 4: E -118981.22084 eV. Number 5: E -9502.51908 eV. Number 6: E -12913.25373 eV. Number 7: E -14529.67066 eV.